Record 1
Molecular formula: C35H48F3GeO10P2ReS
Method: DFT, ωB97M-V with the def2-TZVPD basis set

The charge is +2. As for the energy above the lowest of the compared OMol25 structures with the same formula, charge and spin: 2.419 eV. The HOMO-LUMO gap comes out at 5.6 eV.

Element x y z (Å)
Re  -0.066  0.567  0.817
C  4.235  2.714  -2.822
C  2.794  3.109  -2.570
C  2.004  3.274  -3.849
O  2.141  2.025  -1.790
P  2.006  2.017  -0.252
O  1.939  0.614  0.340
C  0.491  3.912  1.282
P  -1.925  2.346  -0.590
O  -1.884  1.201  0.437
O  -2.749  3.532  -0.016
C  -3.958  3.627  0.833
C  -3.873  4.993  1.485
C  -4.090  2.516  1.860
O  -2.448  1.869  -1.944
C  -2.891  2.656  -3.129
C  -4.404  2.702  -3.120
C  -2.266  4.036  -3.180
O  3.194  2.862  0.300
C  4.147  2.752  1.429
C  4.163  4.095  2.132
C  3.875  1.609  2.387
H  4.776  3.551  -3.262
H  4.279  1.868  -3.507
H  4.726  2.437  -1.890
H  2.745  4.021  -1.972
H  2.124  2.397  -4.485
H  2.371  4.147  -4.386
H  0.944  3.411  -3.642
H  1.460  4.395  1.147
H  -0.277  4.593  0.917
H  -4.812  3.593  0.154
H  -3.108  4.998  2.263
H  -4.835  5.250  1.925
H  -3.626  5.750  0.740
H  -3.173  2.430  2.446
H  -4.289  1.556  1.387
H  -4.920  2.756  2.522
H  -2.538  2.053  -3.964
H  -4.762  3.287  -2.272
H  -4.823  1.698  -3.068
H  -4.749  3.175  -4.038
H  -2.659  4.677  -2.391
H  -2.491  4.490  -4.143
H  -1.183  3.979  -3.077
H  5.110  2.596  0.943
H  3.248  4.255  2.705
H  4.281  4.906  1.415
H  5.012  4.117  2.815
H  2.869  1.672  2.811
H  4.604  1.665  3.194
H  3.977  0.643  1.900
C  0.268  3.659  2.768
C  0.421  2.676  0.385
O  -0.481  2.964  -0.730
H  0.316  4.600  3.313
H  1.026  2.985  3.169
H  -0.708  3.201  2.937
F  -1.609  -2.945  -1.372
C  -1.673  -1.660  -1.137
F  -2.459  -1.077  -2.018
F  -2.186  -1.469  0.096
S  0.074  -0.946  -1.120
O  0.801  -1.600  -2.131
O  -0.100  0.496  -1.241
O  0.386  -1.309  0.294
C  -0.191  0.629  2.629
Ge  -0.186  0.341  4.578
C  1.530  -0.581  4.858
C  2.180  -1.211  3.798
C  3.383  -1.863  4.024
C  3.924  -1.904  5.301
C  3.270  -1.292  6.360
C  2.064  -0.639  6.143
C  -0.433  2.059  5.501
C  -1.702  2.571  5.747
C  -1.838  3.811  6.354
C  -0.711  4.537  6.716
C  0.557  4.024  6.475
C  0.698  2.784  5.871
C  -1.675  -0.954  4.759
C  -1.506  -2.103  5.517
C  -2.581  -2.970  5.676
C  -3.798  -2.688  5.070
C  -3.956  -1.540  4.308
C  -2.886  -0.672  4.133
H  1.746  -1.187  2.807
H  3.895  -2.354  3.205
H  4.844  -2.446  5.479
H  3.691  -1.328  7.356
H  1.545  -0.167  6.970
H  -2.584  1.994  5.488
H  -2.824  4.213  6.551
H  -0.819  5.492  7.213
H  1.433  4.592  6.759
H  1.687  2.375  5.689
H  -0.557  -2.328  5.987
H  -2.462  -3.864  6.272
H  -4.627  -3.373  5.185
H  -4.910  -1.318  3.846
H  -2.991  0.209  3.509

Atoms 1-2, force components in eV/Å:
-1.861 2.611 7.742
-0.160 -0.118 0.196

***

Record 2
Molecular formula: C35H49Cl2N4OP3Ru
Method: DFT, ωB97M-V with the def2-TZVPD basis set

The charge is +2. The HOMO-LUMO gap (spin up / spin down) comes out at 7.0 / 4.8 eV. The multiplicity is 5.

Element x y z (Å)
P  -4.100  0.155  0.638
C  -3.887  -0.068  2.361
C  -4.734  0.935  2.957
H  -4.920  1.852  2.400
C  -5.448  0.636  4.099
H  -6.268  1.296  4.399
C  -5.136  -0.540  4.807
H  -5.710  -0.782  5.699
C  -4.087  -1.384  4.395
H  -3.830  -2.250  5.029
C  -3.417  -1.126  3.186
H  -2.576  -1.742  2.869
C  -3.342  1.630  0.033
C  -2.675  2.610  0.816
H  -2.316  2.363  1.815
C  -2.484  3.905  0.314
H  -2.053  4.705  0.936
C  -2.864  4.168  -1.014
H  -2.801  5.190  -1.382
C  -3.299  3.156  -1.876
H  -3.580  3.356  -2.913
C  -3.431  1.865  -1.386
H  -3.648  1.023  -2.046
C  -3.741  -1.338  -0.369
C  -5.077  -1.792  -0.568
H  -5.859  -1.285  0.002
C  -5.369  -2.710  -1.541
H  -6.419  -2.930  -1.717
C  -4.321  -3.296  -2.254
H  -4.549  -4.044  -3.001
C  -2.972  -2.956  -2.011
H  -2.177  -3.466  -2.568
C  -2.664  -1.956  -1.069
H  -1.618  -1.673  -0.865
Ru  2.715  -0.081  1.132
C  2.683  1.019  -0.624
C  1.693  1.461  -1.439
H  3.739  1.275  -1.026
C  0.239  1.119  -1.157
O  -0.276  0.298  -2.235
H  -1.203  0.101  -2.037
C  0.318  0.375  0.047
H  -0.404  2.011  -1.005
C  0.869  -0.234  1.046
Cl  5.060  -0.017  1.122
Cl  2.041  -1.262  3.349
P  2.234  1.731  2.472
C  3.383  1.688  3.883
H  4.404  1.705  3.488
H  3.228  0.735  4.404
H  3.194  2.527  4.567
C  2.628  3.280  1.590
H  1.858  3.481  0.833
H  3.593  3.142  1.088
H  2.685  4.128  2.286
C  0.618  2.138  3.253
H  0.158  1.226  3.647
H  -0.077  2.599  2.539
H  0.763  2.842  4.087
P  1.975  2.432  -2.976
C  3.662  2.958  -3.014
C  0.889  3.861  -3.017
H  4.317  2.086  -2.930
H  3.842  3.670  -2.202
H  3.822  3.451  -3.979
H  -0.172  3.590  -2.985
H  1.079  4.401  -3.951
H  1.118  4.535  -2.186
C  1.598  1.403  -4.383
H  2.330  0.595  -4.457
H  1.661  2.006  -5.291
H  0.596  0.973  -4.303
H  0.314  -0.772  1.774
C  1.129  -2.745  -0.278
N  2.442  -2.085  0.138
C  3.205  -1.963  -1.136
N  3.502  -3.268  -1.757
C  2.210  -3.912  -2.093
N  1.354  -4.068  -0.899
C  2.074  -4.945  0.045
N  3.376  -4.362  0.452
C  3.100  -3.052  1.065
C  4.195  -4.110  -0.754
H  0.624  -2.107  -1.010
H  0.507  -2.871  0.614
H  4.131  -1.413  -0.930
H  2.566  -1.405  -1.839
H  2.418  -4.909  -2.502
H  1.681  -3.303  -2.838
H  1.448  -5.096  0.935
H  2.267  -5.902  -0.455
H  4.029  -2.588  1.426
H  2.397  -3.212  1.889
H  4.434  -5.077  -1.215
H  5.110  -3.588  -0.441

Atoms 1-2, force components in eV/Å:
3.103 -1.367 -0.209
-0.127 1.222 1.368